[1]
Entry from the Open Molecules 2025 dataset: an isolated molecule of C6H9FO (ωB97M-V/def2-TZVPD).

Structure (XYZ):
```
17
Properties=species:S:1:pos:R:3:forces:R:3
C -2.72377 0.14488 0.04769 -1.916 2.810 1.135
O -1.60318 -0.61649 0.26983 2.337 -0.296 1.968
C -0.31615 -0.21284 -0.23021 -1.659 0.424 -2.292
C 0.64092 -1.26010 -0.23177 4.055 -2.927 1.076
C 1.95387 -0.98869 0.07496 -1.612 -2.441 -2.554
C 2.09900 0.45158 0.21642 1.099 0.925 -0.634
C 0.56105 0.78620 0.44923 0.007 2.721 1.157
F 0.40709 1.93616 -0.29590 -0.566 1.955 0.237
H -2.72097 1.42035 0.25816 0.403 -3.672 -0.174
H -2.89601 0.04108 -0.99056 -0.913 0.320 -1.358
H -3.61582 -0.32925 0.63816 1.795 1.005 -1.004
H -0.50784 0.17803 -1.30642 0.383 -0.511 1.377
H 0.52192 -2.28926 -0.30962 -1.377 -1.709 -0.784
H 2.72692 -1.81106 -0.20259 -1.144 1.752 1.118
H 2.92842 0.69024 0.94374 -1.396 0.409 -0.350
H 2.43149 0.92366 -0.83140 -0.827 -0.740 2.276
H 0.11306 0.93550 1.50028 1.329 -0.026 -1.194
```
Forces are in eV/Å.

Values from the calculation:
- ΔE to the lowest compared entry with this formula, charge and spin: 274.6 kJ/mol
- SMILES string: CO[C@@H]1C=CC[C@H]1F

---

[2]
Entry from the Open Molecules 2025 dataset: an isolated molecule of C6H9FS (ωB97M-V/def2-TZVPD).

Structure (XYZ):
```
17
Properties=species:S:1:pos:R:3:forces:R:3
F 1.29991 -1.75434 -0.73403 0.975 -0.609 0.463
C 0.35324 -0.81023 -1.04116 -0.952 0.329 -0.806
C 0.90692 0.62089 -0.92165 1.100 0.152 -1.126
C -0.12337 1.50640 -0.23650 0.363 -0.553 0.618
C -1.10271 0.54205 0.34557 -1.807 -0.727 0.692
C -0.60382 -0.50421 1.31773 0.004 0.398 0.170
S 0.99712 -0.33281 2.12565 0.194 -0.691 -0.220
C -0.83387 -0.88512 -0.12038 -0.642 0.146 -0.050
H 0.05182 -1.11125 -2.05077 -0.169 0.496 -0.017
H 1.25997 1.07197 -1.87967 -0.450 -0.569 0.458
H 1.81146 0.49993 -0.33659 0.084 0.204 0.270
H 0.32916 2.11995 0.55081 -0.050 0.066 -0.222
H -0.66325 2.12563 -0.91532 -0.138 0.650 -0.638
H -2.17455 0.84760 0.46376 1.194 -0.200 0.011
H -1.33099 -0.81410 2.04718 -0.309 -0.302 -0.158
H 1.49715 -1.55395 1.76419 -0.245 0.666 0.198
H -1.67420 -1.56842 -0.37882 0.848 0.544 0.357
```
Forces are in eV/Å.

Values from the calculation:
- ΔE to the lowest compared entry with this formula, charge and spin: 74.7 kJ/mol
- SMILES string: F[C@@H]1CC[C@@H]2[C@H](S)[C@@H]21

---

[3]
Entry from the Open Molecules 2025 dataset: a structure of composition C6H9LaO4 (ωB97M-V/def2-TZVPD).

Structure (XYZ):
```
20
Properties=species:S:1:pos:R:3:forces:R:3
O 1.44122 -1.93386 2.41989 1.142 -1.961 1.018
C 0.36860 -1.68221 1.80310 1.171 0.195 -1.512
O -0.14981 -2.54791 1.04559 -0.240 -1.053 0.795
O -0.07359 -0.43434 1.85034 -2.172 -0.546 -0.626
C 0.76652 0.64691 1.42153 0.396 1.554 1.797
La 1.60399 -4.68364 2.01564 -1.248 3.467 -0.366
H 1.53394 0.17461 0.79529 -0.126 0.904 -0.050
H 1.17720 0.99945 2.37694 0.683 -0.035 -0.436
C -0.04216 1.92060 0.87975 1.155 -1.740 0.066
C -0.60787 1.57442 -0.44469 -0.589 -1.609 -0.788
H -0.83211 2.17822 1.60019 0.314 -0.163 -0.162
H 0.63918 2.78061 0.78907 0.013 -0.314 0.375
H -1.58199 2.01610 -0.68143 0.244 -0.179 -0.072
C -0.14437 0.57056 -1.22242 -0.384 1.969 -0.071
C -0.88069 0.14674 -2.46011 -0.143 0.225 0.084
O -0.39234 -1.11744 -2.88319 -0.058 -0.210 -0.346
H 0.88195 0.19224 -1.16274 -0.531 -0.197 0.333
H -0.72161 0.89345 -3.25766 -0.002 -0.468 0.072
H -1.96420 0.10225 -2.25746 0.344 0.083 -0.121
H -1.02185 -1.79674 -2.62763 0.033 0.079 0.011
```
Forces are in eV/Å.

Values from the calculation:
- Total charge: +1
- Multiplicity: 2

---

[4]
Entry from the Open Molecules 2025 dataset: a structure of composition C6H9MgNO2 (ωB97M-V/def2-TZVPD).

Structure (XYZ):
```
19
Properties=species:S:1:pos:R:3:forces:R:3
C 0.74930 -0.82509 2.54967 -1.902 -0.063 -0.791
C -0.65565 -0.59120 2.04494 1.461 0.953 -0.554
C -0.79731 0.23478 0.61663 0.105 -1.840 0.482
C -0.50214 -0.80719 -0.65791 -0.894 1.648 -1.355
C 0.35398 0.23922 -1.58494 0.841 -1.658 2.110
O 0.79367 -0.14690 -2.93396 -1.897 1.220 1.751
N 1.39227 0.74492 -0.57740 -1.721 0.482 0.367
C 0.50456 1.28154 0.56552 1.405 4.462 2.752
O 0.74805 2.36850 1.31244 -1.815 -8.009 -5.352
H 1.18147 -0.13581 3.39476 -1.047 -2.174 -0.843
H 1.31263 -1.75889 2.08544 -0.429 2.653 0.435
H -1.56630 -0.95335 2.68485 1.538 1.627 -0.862
H -1.86162 0.68048 0.34892 2.176 -0.662 1.493
H -0.03689 -1.83585 -0.34000 -0.829 2.125 -1.115
H -1.53495 -0.86361 -1.25189 1.497 -0.647 1.324
H -0.37699 1.17978 -1.64058 1.201 -0.614 0.331
H 0.03068 -0.01817 -3.60163 1.874 -0.698 1.174
H 2.03083 -0.00481 -0.17742 -0.696 0.985 -0.898
Mg -1.76559 1.21165 -2.83745 -0.867 0.211 -0.450
```
Forces are in eV/Å.

Values from the calculation:
- Total charge: +2

---

[5]
Entry from the Open Molecules 2025 dataset: a structure of composition C6H9MgO4 (ωB97M-V/def2-TZVPD).

Structure (XYZ):
```
20
Properties=species:S:1:pos:R:3:forces:R:3
O -0.33072 -0.99732 -2.20706 0.313 -0.180 0.279
C -1.31521 -0.12923 -2.58639 0.158 0.758 0.640
C -1.15606 0.85316 -3.48365 0.219 0.445 0.377
H -2.24913 -0.25808 -2.02987 0.189 -0.210 -0.333
H -2.00332 1.50535 -3.69869 0.171 -0.300 -0.126
H -0.21096 1.00618 -4.00785 -0.347 -0.171 0.024
O -0.00770 -0.92065 1.25439 -0.049 -0.436 0.304
C 0.05271 -0.03961 0.30125 -0.448 -2.769 -1.022
O -0.81383 0.85728 0.32305 0.818 1.823 -0.852
Mg 0.12076 1.99744 -1.06833 -0.202 -1.664 -0.675
O 1.30117 0.60669 -1.79318 0.063 1.543 -0.847
C 0.81576 -0.55166 -1.51927 -0.776 1.125 1.177
H 1.50778 -1.40426 -1.49126 -0.414 0.166 0.632
C 0.87066 -0.84319 2.40131 0.329 -0.434 0.471
H 0.98474 -1.88300 2.72666 -0.011 0.289 -0.122
H 1.84789 -0.46809 2.07380 -0.137 -0.104 0.071
C 0.25745 0.00783 3.48857 -0.002 0.260 0.174
H 0.33551 1.07733 3.24947 -0.086 -0.243 0.101
H -0.80077 -0.24416 3.63688 0.331 0.008 -0.050
H 0.79330 -0.17201 4.43018 -0.117 0.096 -0.225
```
Forces are in eV/Å.

Values from the calculation:
- Total charge: +1
- ΔE to the lowest compared entry with this formula, charge and spin: 0.0 kJ/mol

---

[6]
Entry from the Open Molecules 2025 dataset: a structure of composition C6H9N (ωB97M-V/def2-TZVPD).

Structure (XYZ):
```
16
Properties=species:S:1:pos:R:3:forces:R:3
C 1.81187 0.77217 0.98991 0.232 -0.018 0.080
C 2.16416 -0.49657 0.58921 -0.404 -0.209 -0.190
C 1.70998 -1.50925 0.02696 0.007 0.485 0.189
C 0.43313 -1.67402 -0.48079 0.131 -0.118 -0.057
C -0.73721 -0.02234 0.08910 -0.041 0.018 0.305
C -1.39440 1.18772 -0.50257 -0.052 0.375 0.069
N -1.58571 -0.09313 -1.13487 -0.137 -0.100 -0.019
H 2.15758 1.62768 0.40794 -0.040 -0.121 0.075
H 1.65451 0.98243 2.04938 0.056 -0.050 -0.167
H 0.50334 0.45438 0.42760 -0.193 -0.345 -0.240
H -0.25935 -2.36887 -0.00398 0.157 0.109 -0.057
H 0.25580 -1.53756 -1.54524 0.095 -0.083 0.150
H -1.21643 -0.38470 1.00031 0.043 0.127 -0.112
H -0.78222 1.88465 -1.07032 -0.066 -0.048 0.105
H -2.20964 1.64029 0.05643 0.016 -0.026 -0.113
H -2.50540 -0.46289 -0.89908 0.196 0.004 -0.019
```
Forces are in eV/Å.

Values from the calculation:
- ΔE to the lowest compared entry with this formula, charge and spin: 728.5 kJ/mol

---

[7]
Entry from the Open Molecules 2025 dataset: an isolated molecule of C6H9N (ωB97M-V/def2-TZVPD).

Structure (XYZ):
```
16
Properties=species:S:1:pos:R:3:forces:R:3
C 1.57613 -0.75691 1.05775 0.064 -0.034 -0.021
C 0.20210 -0.53643 0.51580 -0.137 -0.122 0.013
C -0.82023 -1.40218 0.45437 0.247 -0.144 0.102
N -2.06232 -0.79285 0.11508 0.155 0.363 0.044
C -1.80011 0.45145 -0.04810 -0.199 -0.089 -0.126
C -0.33433 0.78256 0.02130 -0.057 -0.069 0.129
C 0.14086 1.04619 -1.42597 0.054 0.015 -0.113
H 1.67456 -0.23790 2.02078 0.019 -0.058 -0.159
H 2.36877 -0.37069 0.40689 -0.142 -0.044 -0.003
H 1.76408 -1.81903 1.24114 -0.027 0.140 -0.075
H -0.79341 -2.47055 0.63388 -0.020 0.127 0.111
H -2.58003 1.16936 -0.28732 0.067 -0.058 -0.112
H -0.09677 1.63718 0.66634 -0.062 -0.119 -0.062
H 1.23145 1.12266 -1.48080 -0.151 0.027 0.056
H -0.29237 1.96695 -1.83019 0.082 -0.110 0.104
H -0.17837 0.21020 -2.06094 0.108 0.174 0.112
```
Forces are in eV/Å.

Values from the calculation:
- ΔE to the lowest compared entry with this formula, charge and spin: 94.8 kJ/mol
- SMILES string: CC1=CN=C[C@@H]1C

---

[8]
Entry from the Open Molecules 2025 dataset: an isolated molecule of C6H9N (ωB97M-V/def2-TZVPD).

Structure (XYZ):
```
16
Properties=species:S:1:pos:R:3:forces:R:3
C 1.38635 -0.51892 1.05372 -0.014 0.120 0.029
C 0.28895 -0.04213 0.12293 -0.219 -0.071 0.028
C 0.63126 0.86091 -1.02593 -0.119 0.085 -0.091
C -0.21097 1.37986 0.12917 -0.148 0.085 0.188
C -2.16886 -0.85262 0.60204 -0.220 0.006 -0.698
N -2.01367 -0.77534 -0.68576 -0.220 0.265 0.537
C -0.78238 -1.07171 -0.06403 0.206 -0.365 0.038
H 0.98182 -0.75200 2.04472 0.039 0.055 -0.119
H 2.16175 0.24444 1.16855 -0.093 -0.073 -0.001
H 1.86574 -1.42995 0.66783 -0.128 0.215 0.011
H 1.67542 1.16468 -1.11871 -0.355 0.096 0.133
H 0.13964 0.71394 -1.98450 0.038 -0.052 0.135
H 0.24483 2.07985 0.83242 -0.165 -0.200 -0.260
H -1.31331 1.49491 -0.00439 1.222 0.122 0.004
H -2.41385 -0.40251 -1.53162 -0.210 -0.026 0.012
H -0.47271 -2.09341 -0.20644 0.388 -0.260 0.052
```
Forces are in eV/Å.

Values from the calculation:
- ΔE to the lowest compared entry with this formula, charge and spin: 406.2 kJ/mol

---

[9]
Entry from the Open Molecules 2025 dataset: an isolated molecule of C6H9N (ωB97M-V/def2-TZVPD).

Structure (XYZ):
```
16
Properties=species:S:1:pos:R:3:forces:R:3
C 2.89735 0.28263 0.14378 0.323 1.272 -0.687
C 1.78843 0.72953 -0.72132 -0.401 -0.425 0.163
C 0.64398 0.39649 -0.94490 0.444 -0.133 0.310
C -0.09500 -0.81454 -0.44318 -1.161 0.869 -0.657
N -1.26473 -0.59893 0.39798 0.092 -0.193 0.052
C -2.54880 -0.20162 -0.13988 -0.176 -0.076 -0.109
C -1.75506 0.72829 0.70448 0.085 0.159 0.121
H 3.79334 0.03194 -0.41715 0.107 -0.041 0.100
H 2.44796 -0.60200 0.57127 0.253 -0.524 0.493
H 3.13323 1.00630 0.92374 0.088 -0.110 -0.003
H -0.35159 -1.47952 -1.26549 -0.069 -0.148 0.068
H 0.67642 -1.26961 0.16613 0.041 -0.493 0.273
H -3.40484 -0.72910 0.28417 0.204 0.125 -0.150
H -2.63995 0.03941 -1.19972 0.147 -0.026 0.138
H -1.29952 1.57996 0.19425 0.010 -0.245 0.089
H -2.02124 0.90078 1.74584 0.013 -0.012 -0.199
```
Forces are in eV/Å.

Values from the calculation:
- ΔE to the lowest compared entry with this formula, charge and spin: 473.0 kJ/mol
- SMILES string: CC#CCN1CC1

---

[10]
Entry from the Open Molecules 2025 dataset: an isolated molecule of C6H9N (ωB97M-V/def2-TZVPD).

Structure (XYZ):
```
16
Properties=species:S:1:pos:R:3:forces:R:3
C -1.07310 1.66048 -0.61059 -0.068 0.078 -0.073
C 0.13903 0.81348 -0.32599 -0.142 -0.185 -0.057
C 0.13450 -0.49338 -0.39958 -0.034 0.032 0.218
C -0.73210 -2.45836 0.79584 -0.030 0.016 0.090
C -0.00665 -1.78854 -0.35217 0.114 0.153 0.115
C 2.47920 0.97530 0.30612 -0.238 0.506 -0.086
N 1.32139 1.54821 0.05283 0.270 -0.248 -0.104
H -1.96299 1.03362 -0.70442 0.210 0.072 -0.069
H -0.96913 2.26019 -1.52190 0.026 -0.046 0.091
H -1.25217 2.34674 0.22792 0.072 -0.076 -0.122
H -1.47472 -3.14349 0.37734 0.073 -0.048 0.127
H -1.27211 -1.70075 1.37085 0.115 -0.132 -0.028
H -0.09641 -3.02017 1.49625 -0.004 0.132 -0.390
H 0.38527 -2.39870 -1.16785 -0.268 0.073 0.089
H 3.19984 1.80588 0.46604 -0.202 -0.126 0.082
H 1.18014 2.55949 -0.01069 0.103 -0.200 0.117
```
Forces are in eV/Å.

Values from the calculation:
- ΔE to the lowest compared entry with this formula, charge and spin: 402.5 kJ/mol

---

[11]
Entry from the Open Molecules 2025 dataset: an isolated molecule of C6H9N (ωB97M-V/def2-TZVPD).

Structure (XYZ):
```
16
Properties=species:S:1:pos:R:3:forces:R:3
C -0.94647 -1.65587 0.27751 -0.094 0.125 0.021
C 0.05647 -0.56612 -0.00106 0.122 0.133 -0.178
C 1.42781 -0.79858 0.22863 0.225 -0.415 -0.125
C 2.14696 0.28252 -0.16658 -0.258 -0.382 0.185
N 1.34319 1.31130 -0.54922 -1.350 -0.773 0.173
C -0.18607 0.69867 -0.48462 1.605 0.482 0.878
C -1.53951 1.36477 -0.03492 0.606 0.332 -0.285
H -0.87803 -2.41530 -0.51369 -0.030 0.155 0.181
H -1.98496 -1.31742 0.31657 0.160 0.066 -0.009
H -0.70746 -2.15094 1.22612 -0.082 0.087 -0.160
H 1.82963 -1.69333 0.66603 0.133 -0.228 -0.117
H 3.23643 0.28080 -0.24060 -0.412 0.515 -0.043
H 1.92741 2.01267 -1.05649 -2.119 -0.248 0.257
H -2.47268 1.03031 -0.53966 0.992 -0.110 -0.213
H -1.51134 2.44210 -0.16930 0.060 0.135 -0.018
H -1.74137 1.17443 1.04127 0.441 0.126 -0.548
```
Forces are in eV/Å.

Values from the calculation:
- ΔE to the lowest compared entry with this formula, charge and spin: 192.2 kJ/mol
- SMILES string: Cc1cc[nH]c1C

---

[12]
Entry from the Open Molecules 2025 dataset: an isolated molecule of C6H9N (ωB97M-V/def2-TZVPD).

Structure (XYZ):
```
16
Properties=species:S:1:pos:R:3:forces:R:3
C -2.64640 -1.24767 1.22787 -0.108 -0.051 0.115
C -1.61261 -0.89609 0.25785 0.377 0.148 -0.397
C -0.74882 -0.60307 -0.52986 -0.415 -0.201 0.358
C 0.37611 -0.22524 -1.38894 0.069 -0.034 -0.004
C 1.15212 0.95104 -0.80469 -0.183 0.140 -0.056
C 1.59214 0.95286 0.60685 -0.112 0.005 0.252
N 2.55169 0.70726 -0.46878 0.290 0.081 -0.100
H -2.25468 -1.93833 1.97891 -0.002 0.054 -0.062
H -3.49950 -1.73517 0.74805 0.088 0.096 0.009
H -3.00802 -0.35815 1.75228 0.019 -0.099 -0.092
H 0.02235 0.01308 -2.39894 0.037 0.023 0.162
H 1.06370 -1.07040 -1.49790 -0.069 0.064 0.096
H 0.88528 1.91804 -1.22649 0.108 -0.076 0.063
H 1.36104 0.09687 1.23916 0.069 0.127 -0.179
H 1.63568 1.90664 1.13161 -0.043 -0.172 -0.123
H 3.12989 1.52833 -0.62699 -0.126 -0.105 -0.040
```
Forces are in eV/Å.

Values from the calculation:
- ΔE to the lowest compared entry with this formula, charge and spin: 279.4 kJ/mol
- SMILES string: CC#CC[C@H]1CN1

---

Number 1: orbital gap 10.34 eV. Number 2: orbital gap 9.82 eV. Number 3: orbital gap 5.41 eV. Number 4: orbital gap 2.88 eV. Number 5: orbital gap 6.49 eV. Number 6: orbital gap 9.68 eV. Number 7: orbital gap 9.63 eV. Number 8: orbital gap 9.88 eV. Number 9: orbital gap 9.72 eV. Number 10: orbital gap 9.19 eV. Number 11: orbital gap 8.93 eV. Number 12: orbital gap 10.39 eV.